Record 1
The following is a quantum chemistry calculation of a molecular structure, C28H35N4O4ReSSb2, from OMol25.

Calculated values
Maximum force   0.0073 hartree/bohr
Total energy   -2563.979550 Eh
Spin multiplicity   2
Total charge   +3

The geometry in XYZ format:
```
75
Properties=species:S:1:pos:R:3:mulliken_spin:R:1
Re -0.243 -1.034 0.525 0.990
C -3.715 0.307 2.947 -0.001
C -2.393 -0.001 2.345 -0.020
N -2.185 -0.820 1.367 0.016
N -3.197 -1.653 0.907 -0.002
C -2.826 -2.803 0.349 0.010
N -3.695 -3.722 0.016 -0.004
S -1.096 -3.082 0.049 -0.037
C -1.150 0.571 2.895 0.020
C -1.143 1.493 3.912 0.000
C 0.077 1.914 4.448 0.001
C 1.241 1.388 3.940 0.002
C 1.162 0.469 2.896 0.006
N 0.005 0.050 2.387 -0.034
H -4.560 0.050 2.313 0.001
H -3.787 1.376 3.142 0.000
H -3.816 -0.213 3.905 0.001
H -4.154 -1.461 1.173 0.002
H -4.688 -3.647 0.199 0.001
H -3.379 -4.576 -0.426 0.001
H -2.068 1.889 4.307 0.000
H 0.097 2.641 5.249 0.000
H 2.211 1.686 4.315 0.000
H 2.066 0.083 2.451 -0.001
C 1.638 0.508 -2.566 0.001
Sb 0.172 -0.954 -2.165 -0.067
C -1.540 -0.282 -3.204 0.000
C 0.854 -2.756 -3.122 -0.008
C 2.337 -2.667 -3.342 0.001
C 2.810 -2.240 -4.581 0.001
C 4.167 -2.094 -4.822 0.000
C 5.073 -2.376 -3.814 -0.001
C 4.614 -2.814 -2.582 -0.001
C 3.253 -2.966 -2.326 -0.001
C 2.827 -3.497 -0.983 0.002
Sb 2.306 -1.996 0.463 -0.060
C 3.896 -0.601 0.326 0.023
C 2.602 -3.004 2.306 0.004
H 2.143 0.258 -3.498 0.000
H 2.361 0.553 -1.756 0.000
H 1.136 1.470 -2.651 0.000
H -1.258 -0.217 -4.256 -0.002
H -1.817 0.706 -2.837 0.000
H -2.372 -0.976 -3.099 0.000
H 0.311 -2.823 -4.065 -0.001
H 0.557 -3.606 -2.509 0.000
H 2.102 -2.036 -5.378 0.000
H 4.513 -1.774 -5.796 0.000
H 6.136 -2.277 -3.992 0.000
H 5.333 -3.074 -1.811 0.000
H 3.659 -4.020 -0.510 0.000
H 2.001 -4.206 -1.039 0.000
H 4.694 -0.919 0.996 0.001
H 3.565 0.404 0.583 0.000
H 4.265 -0.608 -0.700 0.000
H 3.522 -3.584 2.233 0.000
H 1.770 -3.675 2.510 0.003
H 2.698 -2.285 3.118 -0.001
O 1.016 2.372 0.921 0.011
C -0.045 2.067 0.444 0.015
O -0.188 0.841 -0.161 0.147
C -1.252 2.912 0.422 -0.003
C -2.484 2.437 -0.029 -0.006
C -3.624 3.250 -0.025 0.001
C -3.464 4.535 0.435 0.000
O -4.388 5.495 0.521 0.000
C -3.721 6.675 1.024 0.000
O -2.357 6.298 1.272 0.000
C -2.230 5.014 0.888 0.000
C -1.113 4.234 0.900 -0.004
H -2.555 1.433 -0.426 -0.008
H -4.582 2.909 -0.393 0.000
H -4.192 6.986 1.953 0.000
H -3.758 7.460 0.273 0.000
H -0.155 4.605 1.238 0.000
```

Record 2
The following is a quantum chemistry calculation of a molecular structure, C28H36As2NdSi in a non-equilibrium geometry, from OMol25.

Calculated values
Maximum force   0.0483 hartree/bohr
Total energy   -6410.603300 Eh
Spin multiplicity   4
Total charge   +1

The geometry in XYZ format:
```
68
Properties=species:S:1:pos:R:3:nbo_charge:R:1
C 0.831 1.960 0.400 -0.342
C 0.050 2.621 -0.586 -0.264
C -1.024 3.289 0.065 -0.337
H 0.257 2.672 -1.650 0.264
C -0.907 3.045 1.465 -0.344
C 0.224 2.194 1.672 -0.372
H 0.614 1.863 2.635 0.256
H 1.767 1.430 0.243 0.267
H -1.758 3.926 -0.427 0.260
H -1.508 3.504 2.246 0.245
Nd -1.406 0.675 0.347 1.557
C -1.184 -1.659 -1.616 -1.109
H -2.163 -1.181 -1.489 0.184
H -0.892 -2.203 -0.705 0.206
H -1.286 -2.430 -2.397 0.272
Si 0.407 -0.768 -2.523 1.124
C 1.760 -0.548 -3.912 -0.441
C 2.539 0.603 -3.796 -0.252
H 2.181 1.443 -3.198 0.196
C 3.795 0.673 -4.409 -0.206
H 4.415 1.553 -4.265 0.211
C 4.249 -0.405 -5.185 -0.230
H 5.247 -0.374 -5.628 0.217
C 3.431 -1.529 -5.362 -0.222
H 3.793 -2.351 -5.984 0.214
C 2.187 -1.607 -4.715 -0.170
H 1.578 -2.515 -4.801 0.193
C -0.781 0.633 -3.346 -0.270
C -0.384 1.315 -4.503 -0.252
H 0.402 0.914 -5.151 0.243
C -0.947 2.557 -4.864 -0.178
H -0.571 3.106 -5.731 0.226
C -1.957 3.118 -4.069 -0.240
H -2.378 4.103 -4.292 0.225
C -2.441 2.398 -2.980 -0.210
H -3.209 2.813 -2.329 0.199
C -1.966 1.101 -2.725 -0.359
H -2.604 0.469 -2.091 0.175
H 0.707 0.245 -1.471 -0.240
H 1.587 -1.580 -2.041 -0.221
C 2.145 -1.516 0.991 -0.921
As 0.237 -1.509 1.398 0.874
C -0.203 -3.429 1.253 -0.897
C 0.287 -1.496 3.376 -0.328
C 1.265 -2.271 3.980 -0.211
C 1.304 -2.370 5.382 -0.179
C 0.357 -1.701 6.155 -0.207
C -0.640 -0.916 5.540 -0.163
C -0.687 -0.811 4.148 -0.321
As -2.101 0.273 3.261 0.867
C -2.154 1.739 4.544 -0.910
C -3.688 -0.684 3.866 -0.921
H 2.288 -0.977 0.047 0.273
H 2.451 -2.569 0.900 0.244
H 2.661 -1.011 1.814 0.243
H 0.675 -3.990 1.592 0.240
H -1.058 -3.604 1.921 0.237
H -0.472 -3.722 0.233 0.247
H 1.995 -2.802 3.363 0.223
H 2.077 -2.982 5.843 0.235
H 0.377 -1.783 7.247 0.236
H -1.369 -0.389 6.163 0.213
H -1.315 1.625 5.236 0.251
H -2.069 2.671 3.979 0.234
H -3.120 1.685 5.058 0.240
H -4.335 -0.801 2.989 0.232
H -3.381 -1.661 4.256 0.254
H -4.183 -0.076 4.631 0.241
```

Record 3
The following is a quantum chemistry calculation of a molecular structure, C28H36Cl2IrN2O2S in a non-equilibrium geometry, from OMol25.

Calculated values
Maximum force   0.0263 hartree/bohr
Total energy   -2770.911932 Eh
Spin multiplicity   2
Total charge   +2

The geometry in XYZ format:
```
72
Properties=species:S:1:pos:R:3:mulliken_spin:R:1
Ir -0.390 -0.647 0.433 0.648
C 0.133 0.035 2.442 0.046
C -0.318 1.212 1.742 -0.001
C 0.584 1.410 0.620 -0.012
C 1.517 0.294 0.669 0.009
C 1.342 -0.453 1.886 -0.073
C 2.334 -1.379 2.523 0.027
C 3.021 -2.346 1.558 -0.010
C 3.400 -0.390 3.059 0.003
C 1.716 -2.140 3.696 -0.001
C 0.693 2.499 -0.444 -0.018
C -0.512 2.614 -1.387 0.002
C 0.924 3.838 0.282 -0.001
C 1.928 2.232 -1.317 0.000
C -1.430 2.037 2.401 0.006
C -0.719 3.026 3.341 0.002
C -2.336 1.140 3.271 -0.003
C -2.342 2.787 1.429 0.007
H -0.310 -0.295 3.364 0.007
H 2.296 0.126 -0.057 0.012
H 3.400 -1.833 0.671 -0.001
H 2.358 -3.162 1.270 -0.002
H 3.879 -2.785 2.069 0.002
H 3.945 0.087 2.243 -0.001
H 4.113 -0.941 3.671 0.000
H 2.956 0.388 3.684 0.001
H 0.911 -2.804 3.368 0.000
H 1.325 -1.464 4.457 0.000
H 2.478 -2.756 4.173 0.000
H -1.466 2.687 -0.871 0.000
H -0.546 1.777 -2.083 -0.005
H -0.387 3.521 -1.981 0.001
H 0.026 4.211 0.765 0.000
H 1.231 4.581 -0.455 0.000
H 1.719 3.767 1.027 0.000
H 1.819 1.313 -1.897 0.001
H 2.848 2.187 -0.731 -0.001
H 2.034 3.054 -2.023 0.000
H -0.071 2.503 4.048 0.001
H -1.476 3.557 3.919 0.000
H -0.122 3.762 2.807 -0.001
H -1.844 0.806 4.184 0.000
H -2.714 0.273 2.727 0.000
H -3.197 1.728 3.587 0.000
H -1.812 3.514 0.824 0.000
H -3.085 3.336 2.008 0.000
H -2.879 2.101 0.772 -0.001
Cl -4.435 -0.269 -5.694 0.001
C -3.249 -0.374 -4.448 0.006
C -1.889 -0.492 -4.801 0.003
C -0.919 -0.589 -3.843 0.001
Cl 0.742 -0.740 -4.315 0.000
C -1.219 -0.558 -2.454 0.027
O -0.221 -0.622 -1.631 0.016
C -2.600 -0.431 -2.115 -0.013
C -3.080 -0.421 -0.791 0.004
O -2.424 -0.510 0.287 0.020
C -3.597 -0.346 -3.132 -0.006
H -1.607 -0.504 -5.846 0.000
H -4.160 -0.336 -0.650 0.000
H -4.637 -0.259 -2.846 0.000
S -0.076 -2.926 0.232 0.282
C 0.136 -3.335 -1.463 -0.008
N 1.383 -3.707 -1.836 0.013
C 1.652 -4.205 -3.057 0.002
C 0.624 -4.321 -3.954 0.007
C -0.632 -3.891 -3.529 -0.005
N -0.869 -3.416 -2.307 0.006
H 2.128 -3.615 -1.154 0.001
H 2.676 -4.487 -3.255 0.001
H 0.787 -4.722 -4.943 0.000
H -1.486 -3.934 -4.196 0.000
```